[1]
An isolated molecule of C6H7BrNP at a distorted geometry, computed with ωB97M-V with the def2-TZVPD basis set.

Summary:
max |F| = 3.4 eV/A
energy relative to the best compared isomer or geometry (same formula, charge and spin) = 2.2570 eV
HOMO energy (spin up / spin down) = -7.096 / -7.096 eV
Kohn-Sham gap (spin up / spin down) = 6.20 / 6.20 eV

CARTESIAN COORDINATES (ANGSTROEM)
C1 1.2396 0.4611 0.6233
C2 -0.5098 -0.3144 -1.0992
C3 0.8028 0.0566 -0.6262
C4 0.4655 0.3057 1.7430
C5 -2.0839 -1.9488 -0.0862
C6 1.8320 0.4331 -1.7446
N1 -1.4386 -0.9750 -0.4728
P1 -1.0398 0.5894 2.2604
Br1 -3.4968 -1.7148 1.1163
H1 2.1900 0.7800 0.9227
H2 -0.5292 -0.2652 -2.2352
H3 1.9086 -0.5728 -2.2489
H4 1.5474 1.0647 -2.5912
H5 2.7720 0.7417 -1.2534
H6 -2.2473 1.4087 2.2479
H7 -1.4126 -0.0501 3.4441

Results of the Mulliken charge analysis, in e, for atoms 1 through 5: -0.1120 -0.2910 0.8093 -0.6138 -0.0586

[2]
An isolated molecule of C6H7BrO2S at a distorted geometry, computed with ωB97M-V with the def2-TZVPD basis set.

Summary:
max |F| = 3.5 eV/A
energy relative to the best compared isomer or geometry (same formula, charge and spin) = 0.0000 eV
HOMO energy = -9.235 eV
Kohn-Sham gap = 9.19 eV
SMILES string = CCS[C@@H]1OC(=O)C=C1Br

CARTESIAN COORDINATES (ANGSTROEM)
C1 1.6332 1.5357 -1.3293
C2 1.4419 0.1154 -1.7848
S1 0.7280 -1.0379 -0.4636
C3 -0.9297 -0.2262 0.1336
O1 -0.6617 0.6765 1.1328
C4 -0.9550 0.1337 2.3702
O2 -0.7892 0.7673 3.3399
C5 -1.6413 -1.1383 2.0688
C6 -1.6600 -1.3421 0.7584
Br1 -2.0840 -2.9600 -0.0324
H1 1.7870 1.6118 -0.2111
H2 2.4362 1.9703 -2.0524
H3 0.7583 2.1113 -1.4844
H4 2.4231 -0.3654 -1.9026
H5 0.8680 -0.0311 -2.7076
H6 -1.5002 0.1918 -0.6370
H7 -1.8547 -2.0126 2.8014

Results of the Mulliken charge analysis, in e, for atoms 1 through 5: -0.9463 -0.4652 -0.0717 0.0971 -0.3140

[3]
An isolated molecule of C6H7Cl at a distorted geometry, computed with ωB97M-V with the def2-TZVPD basis set.

Summary:
max |F| = 3.9 eV/A
energy relative to the best compared isomer or geometry (same formula, charge and spin) = 3.5252 eV
HOMO energy (spin up / spin down) = -8.013 / -8.016 eV
Kohn-Sham gap (spin up / spin down) = 8.46 / 8.46 eV

CARTESIAN COORDINATES (ANGSTROEM)
C1 -0.1434 -0.1887 -1.1486
C2 1.8023 -0.2975 0.4434
C3 -0.9375 0.1268 -0.1763
C4 0.9518 -0.0287 1.3958
C5 1.3572 -0.3593 -0.9938
C6 -2.2246 0.4826 0.3864
Cl1 0.9735 0.1868 3.0517
H1 -0.4812 -0.3393 -2.1732
H2 2.8654 -0.4697 0.5866
H3 1.6793 -1.2991 -1.4541
H4 1.8541 0.4478 -1.5472
H5 -2.7483 -0.4079 0.7297
H6 -2.8462 1.0064 -0.3458
H7 -2.1025 1.1399 1.2455

Results of the Mulliken charge analysis, in e, for atoms 1 through 5: -0.1438 -0.2165 0.0860 -0.3091 -0.3756

[4]
An isolated molecule of C6H7Cl at a distorted geometry, computed with ωB97M-V with the def2-TZVPD basis set.

Summary:
max |F| = 5.5 eV/A
energy relative to the best compared isomer or geometry (same formula, charge and spin) = 2.1255 eV
HOMO energy = -8.983 eV
Kohn-Sham gap = 10.00 eV
SMILES string = Cl[C@@]12CC=C[C@@H]1C2

CARTESIAN COORDINATES (ANGSTROEM)
Cl1 -2.7853 0.2737 0.2165
C1 -1.1495 -0.0502 -0.2025
C2 -0.0421 1.2196 -0.5449
C3 1.3278 1.0797 0.2701
C4 1.1432 -0.1138 0.9253
C5 -0.1521 -0.8154 0.7319
C6 -0.5937 -1.3490 -0.6340
H1 -0.4119 2.2755 -0.5269
H2 0.0501 0.9154 -1.6461
H3 2.2291 1.7115 0.2671
H4 1.8440 -0.4196 1.6717
H5 -0.3665 -1.2674 1.7506
H6 0.1490 -1.3116 -1.4362
H7 -1.2420 -2.1485 -0.8426

Results of the Mulliken charge analysis, in e, for atoms 1 through 5: -0.2017 0.2746 -0.6098 -0.4431 -0.4420

[5]
An isolated ion of composition C6H7Cl2N2O2S and charge +1 at a distorted geometry, computed with ωB97M-V with the def2-TZVPD basis set.

Summary:
max |F| = 4.1 eV/A
energy relative to the best compared isomer or geometry (same formula, charge and spin) = 0.0000 eV
HOMO energy (spin up / spin down) = -13.439 / -13.439 eV
charge = +1
Kohn-Sham gap (spin up / spin down) = 9.44 / 9.44 eV
SMILES string = CS(=O)(=O)c1[nH]cc(Cl)c(=[NH2+])c1Cl

CARTESIAN COORDINATES (ANGSTROEM)
C1 -3.2333 -0.3695 0.6695
S1 -2.2187 0.6006 -0.4527
O1 -2.1555 2.0260 -0.2714
O2 -2.2369 0.0604 -1.7667
C2 -0.2981 0.3260 -0.0073
N1 0.3291 1.5280 -0.0128
C3 1.6821 1.6354 0.1480
C4 2.4893 0.4977 0.1632
Cl1 4.2252 0.6936 0.1281
C5 1.8545 -0.7737 -0.0030
N2 2.5518 -1.8639 -0.2880
C6 0.4228 -0.8143 -0.0189
Cl2 -0.3780 -2.2561 -0.4290
H1 -4.0824 0.3876 1.0098
H2 -3.6131 -1.2711 0.2186
H3 -2.7490 -0.6369 1.5401
H4 -0.2944 2.3432 -0.0127
H5 2.1180 2.5769 -0.0520
H6 3.5869 -1.8720 -0.4217
H7 1.9996 -2.8179 -0.1409

Results of the Mulliken charge analysis, in e, for atoms 1 through 5: -0.9093 1.2367 -0.6972 -0.5225 -0.3836

[6]
C6H7Cl2O3S as an isolated structure at a distorted geometry, computed with ωB97M-V with the def2-TZVPD basis set.

Summary:
max |F| = 5.2 eV/A
HOMO energy (spin up / spin down) = -1.660 / -4.779 eV
charge = -1
expectation value of S² = 2.009
Kohn-Sham gap (spin up / spin down) = 4.92 / 6.53 eV
2S+1 = 3

CARTESIAN COORDINATES (ANGSTROEM)
C1 1.3932 0.1853 -1.0530
C2 -0.5098 -1.0429 1.1865
C3 -0.0187 -0.2482 -0.5440
C4 -0.3554 -1.6659 -0.2079
C5 0.5442 -0.9469 2.2237
C6 -0.3773 2.3347 -1.3628
O1 2.3037 0.5126 -0.2964
O2 1.3522 0.0339 -2.2935
O3 -2.3879 0.9966 -0.1675
S1 -1.3749 0.7483 -1.1602
Cl1 0.8038 -2.9769 -0.3895
Cl2 -1.9521 -2.2269 -0.8968
H1 -1.4312 -0.6219 1.4787
H2 1.5890 -1.3745 1.8295
H3 0.2132 -1.5809 3.1132
H4 0.7106 0.0843 2.4142
H5 -0.9499 3.3119 -1.5747
H6 0.4522 2.1003 -2.0432
H7 -0.0049 2.3771 -0.2565

Results of the Mulliken charge analysis, in e, for atoms 1 through 5: 0.0916 -0.9056 0.2864 1.0183 -1.1330

[7]
An isolated molecule of C6H7ClO at a distorted geometry, computed with ωB97M-V with the def2-TZVPD basis set.

Summary:
max |F| = 2.8 eV/A
energy relative to the best compared isomer or geometry (same formula, charge and spin) = 1.9674 eV
HOMO energy = -8.241 eV
Kohn-Sham gap = 8.93 eV
SMILES string = C=C(Cl)C1=CCCO1

CARTESIAN COORDINATES (ANGSTROEM)
C1 2.3505 1.3753 -0.0867
C2 1.7978 0.1616 -0.0785
Cl1 2.9672 -1.2582 0.0521
C3 0.3811 -0.0893 -0.0260
C4 -0.6485 0.7350 0.0770
C5 -1.8910 -0.0276 0.0253
C6 -1.3650 -1.4586 -0.0143
O1 0.0285 -1.3872 -0.1760
H1 1.8023 2.3026 -0.1296
H2 3.4424 1.4598 -0.0474
H3 -0.6189 1.8327 0.2777
H4 -2.3360 0.3024 -0.8994
H5 -2.5679 0.2181 0.8627
H6 -1.8373 -2.1503 -0.7727
H7 -1.5053 -2.0162 0.9357

Results of the Mulliken charge analysis, in e, for atoms 1 through 5: -0.8116 0.2908 -0.1934 0.5364 -0.3354

[8]
An isolated molecule of C6H7ClO at a distorted geometry, computed with ωB97M-V with the def2-TZVPD basis set.

Summary:
max |F| = 5.6 eV/A
energy relative to the best compared isomer or geometry (same formula, charge and spin) = 2.1601 eV
HOMO energy (spin up / spin down) = -6.121 / -9.647 eV
expectation value of S² = 2.035
Kohn-Sham gap (spin up / spin down) = 7.07 / 9.08 eV
2S+1 = 3

CARTESIAN COORDINATES (ANGSTROEM)
C1 1.7903 -0.0901 -0.4172
C2 1.2127 0.0367 -1.7124
C3 1.1152 0.3488 0.6648
C4 -1.3187 0.1925 -1.4349
C5 -0.6857 -0.6402 1.7527
C6 0.0242 0.5322 1.3182
O1 -0.1303 0.2124 -1.9599
Cl1 -2.7726 0.6225 -2.2089
H1 2.9021 -0.1896 -0.3293
H2 1.8607 0.2025 -2.6270
H3 -0.1788 -1.4353 1.3513
H4 -1.7859 -0.6711 1.4809
H5 -0.5571 -0.7439 2.8733
H6 -0.3950 1.5203 1.6295
H7 -1.0811 0.1023 -0.3811

Results of the Mulliken charge analysis, in e, for atoms 1 through 5: -0.4323 -0.1180 0.1109 0.5217 -0.9643

[9]
C6H7ClS as an isolated structure at a distorted geometry, computed with ωB97M-V with the def2-TZVPD basis set.

Summary:
max |F| = 8.3 eV/A
energy relative to the best compared isomer or geometry (same formula, charge and spin) = 3.3498 eV
HOMO energy = -8.611 eV
Kohn-Sham gap = 8.11 eV

CARTESIAN COORDINATES (ANGSTROEM)
C1 -0.8668 -0.2703 -0.1312
C2 -0.5417 0.6324 0.9972
C3 0.6262 1.0314 0.1174
C4 -0.4167 0.7765 -1.1392
C5 1.2959 -0.2820 0.2849
C6 0.2694 -1.3813 0.0479
H1 -1.3464 1.3574 1.1110
H2 -0.1944 -0.0142 1.8329
H3 1.3752 1.6670 0.0020
H4 -0.9376 1.5888 -1.1560
H5 0.0103 0.3134 -2.0398
H6 0.4729 -2.2991 -0.7665
H7 0.0025 -1.7193 1.1695
S1 2.8029 -0.6379 -0.1855
Cl1 -2.5516 -0.7627 -0.1446

Results of the Mulliken charge analysis, in e, for atoms 1 through 5: 0.5151 -0.7410 -0.6686 -0.6611 0.1385

[10]
An isolated molecule of C6H7ClS at a distorted geometry, computed with ωB97M-V with the def2-TZVPD basis set.

Summary:
max |F| = 4.9 eV/A
energy relative to the best compared isomer or geometry (same formula, charge and spin) = 2.1082 eV
HOMO energy = -8.751 eV
Kohn-Sham gap = 7.73 eV
SMILES string = C=CC(=S)/C(Cl)=C\C

CARTESIAN COORDINATES (ANGSTROEM)
C1 -2.6998 -1.1436 0.4489
C2 -1.3403 -1.0780 0.6707
C3 -0.6125 -0.0490 -0.0745
S1 -1.3111 1.2600 -0.7098
C4 0.9113 -0.0863 -0.0687
Cl1 1.5786 -1.7898 -0.3074
C5 1.7003 0.9151 0.2732
C6 1.2384 2.3077 0.6780
H1 -3.3195 -1.7088 1.2772
H2 -3.2766 -0.6427 -0.2870
H3 -0.7589 -1.4521 1.6573
H4 2.8290 0.8484 0.0780
H5 1.4816 2.9918 -0.2133
H6 0.1712 2.3215 0.9846
H7 1.8312 2.7129 1.5194

Results of the Mulliken charge analysis, in e, for atoms 1 through 5: -0.6499 -0.0864 0.2548 -0.2585 0.1498

[11]
An isolated molecule of C6H7ClS at a distorted geometry, computed with ωB97M-V with the def2-TZVPD basis set.

Summary:
max |F| = 3.8 eV/A
energy relative to the best compared isomer or geometry (same formula, charge and spin) = 3.1794 eV
HOMO energy = -8.830 eV
Kohn-Sham gap = 9.51 eV
SMILES string = S\C=C/C=C\C=C\Cl

CARTESIAN COORDINATES (ANGSTROEM)
S1 1.4150 -1.3726 1.4902
C1 -0.0653 -0.3474 1.5670
C2 -1.1195 -0.5557 0.8407
C3 -1.1012 -0.9510 -0.5494
C4 -0.3446 -0.2611 -1.4312
C5 0.4794 0.8970 -1.1607
C6 1.0608 1.2272 0.0183
Cl1 1.4098 2.8965 0.2065
H1 1.1725 -2.0039 0.1793
H2 -0.2193 0.2109 2.4396
H3 -1.9261 0.0784 0.9489
H4 -1.8934 -1.4939 -1.1214
H5 -0.4482 -0.5785 -2.3749
H6 0.1798 1.7272 -1.8006
H7 1.4005 0.5267 0.7475

Results of the Mulliken charge analysis, in e, for atoms 1 through 5: -0.2925 -0.4997 -0.1132 -0.6414 -0.3430

[12]
A 2-piece molecular cluster, C6H7F3N5 overall at a distorted geometry, computed with ωB97M-V with the def2-TZVPD basis set.

Summary:
max |F| = 4.7 eV/A
energy relative to the best compared isomer or geometry (same formula, charge and spin) = 1.1735 eV
HOMO energy = -4.184 eV
charge = -1
Kohn-Sham gap = 7.67 eV

CARTESIAN COORDINATES (ANGSTROEM)
C1 -1.2294 -1.8603 1.8827
C2 1.7424 1.8248 -1.2264
C3 0.3196 1.5085 -1.7945
C4 1.8737 0.6348 -0.2646
C5 -0.3306 0.6083 -1.0166
C6 -1.5929 -0.0182 -1.3591
N1 -0.7692 -1.7897 3.9558
N2 -1.7597 -2.1696 3.0733
N3 -0.0136 -1.3060 2.0349
N4 0.2438 -1.3065 3.3439
N5 0.5477 0.0262 -0.1402
F1 -1.6093 -1.4036 -1.3286
F2 -2.6639 0.2429 -0.5481
F3 -2.0848 0.2695 -2.6625
H1 2.3492 1.6051 -2.1450
H2 1.7876 2.8289 -0.9423
H3 -1.6691 -1.9302 0.9318
H4 -0.1735 2.1563 -2.6419
H5 2.5210 -0.1163 -0.6655
H6 2.1715 0.8449 0.7038
H7 0.3396 -0.6499 0.8088

Results of the Mulliken charge analysis, in e, for atoms 1 through 5: -0.2520 -0.4328 -0.3470 -0.9028 -0.0469